No. 1
# C5H9Cl11

C5H9Cl11 as an isolated structure in a non-equilibrium geometry (the ωB97M-V functional and the def2-TZVPD basis, the Open Molecules 2025 dataset).

Structure (XYZ):
```
25
C5H9Cl11, DFT the ωB97M-V functional and the def2-TZVPD basis
C -2.049 0.171 1.920
Cl -3.073 -1.253 2.209
Cl -0.646 0.264 3.147
Cl -3.085 1.676 1.896
H -1.512 0.053 0.979
C -0.703 0.163 -3.096
Cl -0.745 -0.067 -4.869
Cl 0.626 1.365 -2.571
H -1.694 0.473 -2.766
H -0.396 -0.718 -2.531
C -0.236 3.125 1.972
Cl 0.289 3.855 0.405
Cl 0.777 3.774 3.282
H -1.242 3.436 2.253
H -0.161 2.059 1.758
C 2.299 -3.530 -0.483
Cl 2.250 -1.815 -0.740
Cl 3.920 -4.077 -0.743
H 2.071 -3.749 0.560
H 1.649 -4.125 -1.124
C 0.472 -0.205 -0.297
Cl -0.707 -1.495 -0.597
Cl -0.276 1.281 0.291
H 1.189 -0.661 0.385
H 0.984 0.001 -1.237
```

orbital gap	10.0464	eV
energy above the lowest of the compared OMol25 structures with the same formula, charge and spin	4.968	eV
strongest force on any atom	0.109	Eh/bohr
total charge	0
HOMO level	-9.96	eV

=====

No. 2
# C5H9Cl2F

A 2-piece molecular cluster, C5H9Cl2F overall in a non-equilibrium geometry (the ωB97M-V functional and the def2-TZVPD basis, the Open Molecules 2025 dataset).

Structure (XYZ):
```
17
C5H9Cl2F, DFT the ωB97M-V functional and the def2-TZVPD basis
C 0.101 0.204 1.571
C 0.231 -1.394 -0.405
C 0.744 1.022 -0.822
C 0.287 -0.148 0.113
C -3.368 -0.072 -0.004
F -3.103 0.256 1.355
Cl -3.590 1.478 -0.800
Cl -4.761 -1.038 -0.103
H -1.004 0.288 1.801
H 0.662 1.103 1.633
H 0.453 -0.669 2.149
H 0.233 -1.496 -1.523
H -2.494 -0.411 -0.378
H -0.032 -2.221 0.152
H 1.277 0.581 -1.678
H -0.173 1.651 -1.062
H 1.654 1.618 -0.369
```

orbital gap	10.1457	eV
energy above the lowest of the compared OMol25 structures with the same formula, charge and spin	2.039	eV
strongest force on any atom	0.086	Eh/bohr
total charge	0
HOMO level	-9.38	eV
SMILES	FC(Cl)Cl.C=C(C)C

=====

No. 3
# C5H9Cl3N2

One molecule with the formula C5H9Cl3N2 in a non-equilibrium geometry (the ωB97M-V functional and the def2-TZVPD basis, the Open Molecules 2025 dataset).

Structure (XYZ):
```
19
C5H9Cl3N2, DFT the ωB97M-V functional and the def2-TZVPD basis
C 4.615 0.853 1.519
C 3.338 1.020 0.712
C 2.221 0.100 1.155
C 0.058 -0.764 0.250
C -1.229 -0.200 -0.382
H 4.956 -0.043 1.373
H 5.356 1.379 1.328
H 4.165 1.093 2.677
H 3.515 0.818 -0.332
H 2.713 1.962 0.593
H 2.474 -0.784 1.076
H 1.835 0.408 2.302
H 0.751 1.291 0.186
H -0.544 -2.268 0.516
N 1.103 0.271 0.330
N 0.186 -1.863 0.782
Cl -2.501 -1.408 -0.382
Cl -1.862 1.292 0.356
Cl -0.829 0.189 -2.152
```

orbital gap	9.6229	eV
energy above the lowest of the compared OMol25 structures with the same formula, charge and spin	1.189	eV
strongest force on any atom	0.230	Eh/bohr
total charge	0
HOMO level	-9.20	eV
SMILES	[H]/N=C(/NCCC)C(Cl)(Cl)Cl

=====

No. 4
# C5H9Cl3N2

One molecule with the formula C5H9Cl3N2 in a non-equilibrium geometry (the ωB97M-V functional and the def2-TZVPD basis, the Open Molecules 2025 dataset).

Structure (XYZ):
```
19
C5H9Cl3N2, DFT the ωB97M-V functional and the def2-TZVPD basis
C -3.185 -0.168 -0.025
C -1.822 -0.615 -0.311
C -0.721 0.217 0.367
C 1.682 0.481 0.011
C 3.113 -0.206 -0.062
H -3.271 1.030 -0.403
H -3.748 -0.649 -0.567
H -3.405 -0.122 0.962
H -1.678 -0.819 -1.358
H -1.504 -1.701 0.252
H -0.761 1.275 -0.333
H -0.917 0.401 1.451
H 0.992 -1.276 0.399
H 2.452 2.315 -0.315
N 0.612 -0.353 0.057
N 1.528 1.790 -0.045
Cl 4.389 0.889 -0.062
Cl 3.156 -1.237 1.442
Cl 3.087 -1.250 -1.460
```

orbital gap	9.7637	eV
energy above the lowest of the compared OMol25 structures with the same formula, charge and spin	0.000	eV
strongest force on any atom	0.196	Eh/bohr
total charge	0
HOMO level	-9.27	eV
SMILES	[H]/N=C(/NCCC)C(Cl)(Cl)Cl

=====

No. 5
# C5H9ClN3O

C5H9ClN3O as an isolated structure in a non-equilibrium geometry (the ωB97M-V functional and the def2-TZVPD basis, the Open Molecules 2025 dataset).

Structure (XYZ):
```
19
C5H9ClN3O, DFT the ωB97M-V functional and the def2-TZVPD basis
C -0.728 -1.300 -0.308
C 0.697 -1.052 -0.284
C 2.486 0.430 -0.090
C -1.549 -0.164 0.106
C -2.675 -0.430 0.839
N 1.191 0.058 -0.682
N 2.932 1.606 -0.495
N -1.089 0.996 -0.379
O 2.941 -0.465 0.587
Cl -1.390 2.634 0.006
H -0.983 -1.826 -1.239
H 1.304 -1.778 0.267
H -0.978 -2.111 0.337
H -3.074 -1.399 0.772
H -3.471 0.407 0.754
H -2.196 -0.291 1.883
H 2.596 2.191 -1.295
H 3.782 1.833 -0.128
H 0.205 0.661 -0.650
```

orbital gap (spin up / spin down)	6.0833 / 5.5722	eV
strongest force on any atom	0.118	Eh/bohr
total charge	+1
<S²>	2.012
spin multiplicity	3
HOMO level (spin up / spin down)	-10.30 / -14.22	eV

=====

No. 6
# C5H9ClN3O2

An isolated ion of composition C5H9ClN3O2 and charge +1 in a non-equilibrium geometry (the ωB97M-V functional and the def2-TZVPD basis, the Open Molecules 2025 dataset).

Structure (XYZ):
```
20
C5H9ClN3O2, DFT the ωB97M-V functional and the def2-TZVPD basis
C 0.942 -0.306 0.124
C -0.748 1.358 0.673
C 0.287 -1.653 -0.165
C 3.030 0.873 0.342
C -2.626 -1.117 -1.987
N 0.372 0.744 0.641
N -1.278 1.678 1.805
N -1.146 -1.562 -0.341
O 2.224 -0.278 0.049
O -1.495 -1.496 -1.620
Cl -1.345 1.941 -0.847
H 0.936 -2.185 -0.898
H 0.434 -2.275 0.857
H 3.289 1.484 -0.505
H 4.049 0.563 0.797
H 2.383 1.510 1.057
H -0.895 1.169 2.665
H -2.701 -1.191 -3.056
H -3.447 -1.039 -1.401
H -2.264 1.783 1.810
```

orbital gap (spin up / spin down)	8.4611 / 8.4668	eV
energy above the lowest of the compared OMol25 structures with the same formula, charge and spin	4.283	eV
strongest force on any atom	0.069	Eh/bohr
total charge	+1
HOMO level (spin up / spin down)	-12.09 / -12.09	eV

=====

No. 7
# C5H9ClNO

A 2-piece molecular cluster, C5H9ClNO overall in a non-equilibrium geometry (the ωB97M-V functional and the def2-TZVPD basis, the Open Molecules 2025 dataset).

Structure (XYZ):
```
17
C5H9ClNO, DFT the ωB97M-V functional and the def2-TZVPD basis
C -0.002 1.597 0.066
C 0.367 0.744 1.055
C -1.106 2.601 0.261
C 0.114 -2.817 -0.905
C 1.337 -0.206 0.644
N 0.038 -1.453 -0.573
O -0.806 -0.758 -1.015
Cl 1.896 -1.436 1.621
H 0.402 1.620 -0.847
H -0.165 0.806 1.925
H -1.819 2.477 -0.681
H -0.757 3.531 0.133
H -1.606 2.701 1.274
H 0.858 -2.846 -1.602
H -0.814 -3.245 -1.099
H 0.261 -3.438 -0.049
H 1.801 0.121 -0.208
```

orbital gap (spin up / spin down)	7.3587 / 7.8371	eV
strongest force on any atom	0.103	Eh/bohr
total charge	+1
<S²>	2.008
spin multiplicity	3
HOMO level (spin up / spin down)	-12.93 / -14.94	eV

=====

No. 8
# C5H9ClO2

One molecule with the formula C5H9ClO2 in a non-equilibrium geometry (the ωB97M-V functional and the def2-TZVPD basis, the Open Molecules 2025 dataset).

Structure (XYZ):
```
17
C5H9ClO2, DFT the ωB97M-V functional and the def2-TZVPD basis
C 1.192 -1.478 0.801
C 0.910 -0.625 -0.402
C -0.457 0.083 -0.261
C -0.659 1.343 0.582
C -1.451 -0.240 -1.285
H 0.346 -2.130 0.888
H 1.218 -0.866 1.733
H 2.130 -2.064 0.700
H 0.863 -1.139 -1.352
H -1.772 1.491 0.541
H -0.396 1.128 1.640
H 0.738 2.678 0.525
H -1.124 -0.924 -2.065
H -2.248 0.481 -1.429
O -0.069 2.540 0.023
O -1.482 -0.857 -0.005
Cl 2.261 0.579 -0.633
```

orbital gap	10.8616	eV
energy above the lowest of the compared OMol25 structures with the same formula, charge and spin	1.890	eV
strongest force on any atom	0.030	Eh/bohr
total charge	0
HOMO level	-10.03	eV
SMILES	C[C@H](Cl)[C@@]1(CO)CO1

=====

No. 9
# C5H9ClO2

One molecule with the formula C5H9ClO2 in a non-equilibrium geometry (the ωB97M-V functional and the def2-TZVPD basis, the Open Molecules 2025 dataset).

Structure (XYZ):
```
17
C5H9ClO2, DFT the ωB97M-V functional and the def2-TZVPD basis
C -1.715 1.608 -0.171
C -1.249 0.190 -0.067
C 0.000 -0.233 0.191
C 1.139 0.721 0.383
C 0.402 -1.625 0.370
H -1.997 1.764 -1.228
H -2.576 1.768 0.505
H -1.017 2.338 0.102
H 0.819 1.631 0.896
H 1.818 0.183 1.082
H 1.906 0.284 -1.356
H 0.774 -1.726 1.426
H -0.479 -2.278 0.263
H 1.573 -2.841 -0.652
O 1.793 1.066 -0.802
O 1.428 -1.891 -0.590
Cl -2.620 -0.961 -0.353
```

orbital gap	10.0078	eV
energy above the lowest of the compared OMol25 structures with the same formula, charge and spin	1.448	eV
strongest force on any atom	0.039	Eh/bohr
total charge	0
HOMO level	-9.42	eV
SMILES	CC(Cl)=C(CO)CO

=====

No. 10
# C5H9ClS2

One molecule with the formula C5H9ClS2 in a non-equilibrium geometry (the ωB97M-V functional and the def2-TZVPD basis, the Open Molecules 2025 dataset).

Structure (XYZ):
```
17
C5H9ClS2, DFT the ωB97M-V functional and the def2-TZVPD basis
C 2.470 -0.621 0.710
C 2.391 0.508 -0.336
C -0.339 -0.371 -0.605
C -1.457 -0.115 0.373
C -2.536 0.847 -0.124
H 3.483 -0.848 0.969
H 1.965 -0.389 1.648
H 1.976 -1.525 0.291
H 0.159 -1.284 -0.232
H -0.753 -0.796 -1.557
H -1.935 -1.045 0.653
H -1.095 0.337 1.313
H -3.239 1.042 0.651
H -2.045 1.779 -0.450
S 3.686 1.254 -0.963
S 0.796 1.037 -0.882
Cl -3.526 0.191 -1.458
```

orbital gap	8.5111	eV
energy above the lowest of the compared OMol25 structures with the same formula, charge and spin	0.268	eV
strongest force on any atom	0.034	Eh/bohr
total charge	0
HOMO level	-8.70	eV
SMILES	CC(=S)SCCCCl

=====

No. 11
# C5H9F

One molecule with the formula C5H9F in a non-equilibrium geometry (the ωB97M-V functional and the def2-TZVPD basis, the Open Molecules 2025 dataset).

Structure (XYZ):
```
15
C5H9F, DFT the ωB97M-V functional and the def2-TZVPD basis
C -2.325 0.042 -0.424
C -1.143 0.441 0.488
C 0.169 -0.278 0.227
C 1.278 0.369 -0.035
C 2.540 -0.433 -0.122
H -2.215 0.409 -1.426
H -2.438 -0.988 -0.445
H -3.274 0.460 -0.089
H -1.461 0.249 1.538
H -1.076 1.519 0.498
H 0.196 -1.403 0.376
H 3.144 -0.282 0.784
H 2.335 -1.533 -0.227
H 3.020 -0.249 -1.013
F 1.250 1.678 -0.130
```

orbital gap	10.1716	eV
energy above the lowest of the compared OMol25 structures with the same formula, charge and spin	0.629	eV
strongest force on any atom	0.057	Eh/bohr
total charge	0
HOMO level	-9.10	eV
SMILES	CC/C=C(/C)F

=====

No. 12
# C5H9F

A 2-piece molecular cluster, C5H9F overall in a non-equilibrium geometry (the ωB97M-V functional and the def2-TZVPD basis, the Open Molecules 2025 dataset).

Structure (XYZ):
```
15
C5H9F, DFT the ωB97M-V functional and the def2-TZVPD basis
C -1.878 0.374 -1.256
C -0.868 -0.538 -1.529
C 1.327 0.543 1.788
C -0.513 -1.418 -0.476
C 0.917 0.606 0.367
F 2.003 0.430 -0.435
H -2.090 1.248 -1.839
H -2.306 0.277 -0.241
H -0.454 -0.548 -2.542
H 0.431 0.368 2.391
H 2.000 -0.403 1.862
H 1.977 1.321 2.137
H -0.923 -1.224 0.471
H 0.270 -2.271 -0.687
H 0.107 1.235 -0.010
```

orbital gap (spin up / spin down)	7.9866 / 9.6840	eV
energy above the lowest of the compared OMol25 structures with the same formula, charge and spin	0.000	eV
strongest force on any atom	0.091	Eh/bohr
total charge	0
<S²>	2.037
spin multiplicity	3
HOMO level (spin up / spin down)	-6.83 / -10.31	eV